Entry 1:
Density functional theory data (wB97M-V/def2-TZVPD) for a molecular structure, C44H55BN2O2SSb3W at a distorted geometry.

Cartesian coordinates (Å):
1 W 0.094 0.610 -0.097
2 C -3.966 -0.124 1.089
3 Sb -2.254 -0.698 -0.089
4 C -3.173 -1.373 -1.891
5 C -1.708 -2.643 0.745
6 C -2.304 -2.851 2.085
7 C -3.588 -3.390 2.160
8 C -4.197 -3.622 3.378
9 C -3.538 -3.285 4.551
10 C -2.276 -2.724 4.491
11 C -1.636 -2.506 3.271
12 C -0.230 -2.016 3.282
13 Sb 0.184 0.010 2.557
14 C -1.095 1.114 3.888
15 C 2.069 0.192 3.556
16 H -4.091 -0.834 1.909
17 H -4.841 -0.182 0.441
18 H -3.874 0.894 1.477
19 H -3.863 -2.167 -1.623
20 H -2.418 -1.754 -2.577
21 H -3.722 -0.563 -2.361
22 H -0.619 -2.686 0.753
23 H -2.098 -3.372 0.036
24 H -4.096 -3.648 1.241
25 H -5.186 -4.047 3.412
26 H -4.002 -3.463 5.508
27 H -1.765 -2.470 5.407
28 H 0.426 -2.687 2.722
29 H 0.118 -1.968 4.313
30 H -0.631 1.084 4.870
31 H -2.074 0.638 3.950
32 H -1.197 2.156 3.583
33 H 1.962 -0.257 4.542
34 H 2.346 1.237 3.674
35 H 2.849 -0.327 3.000
36 C 3.162 -7.377 0.691
37 C 3.566 -6.485 -0.496
38 C 5.102 -6.469 -0.592
39 C 2.982 -7.096 -1.768
40 C 3.096 -5.063 -0.280
41 C 3.488 -4.385 0.884
42 C 3.098 -3.089 1.167
43 C 2.308 -2.459 0.227
44 O 1.750 -1.198 0.234
45 B 0.980 -1.111 -0.972
46 O 1.103 -2.266 -1.671
47 C 1.915 -3.111 -0.946
48 C 2.291 -4.407 -1.214
49 H 3.427 -8.404 0.457
50 H 2.088 -7.334 0.863
51 H 3.675 -7.104 1.609
52 H 5.462 -7.486 -0.713
53 H 5.554 -6.055 0.305
54 H 5.427 -5.878 -1.444
55 H 3.337 -8.116 -1.875
56 H 3.292 -6.545 -2.653
57 H 1.895 -7.126 -1.720
58 H 4.111 -4.890 1.605
59 H 3.396 -2.599 2.080
60 H 1.959 -4.883 -2.119
61 C 3.904 0.373 -2.026
62 N 3.489 1.732 -2.228
63 C 3.879 2.490 -3.417
64 C 3.377 3.913 -3.112
65 N 2.616 3.715 -1.885
66 C 2.770 2.484 -1.411
67 S 2.143 1.999 0.117
68 H 3.349 -0.310 -2.676
69 H 3.752 0.103 -0.980
70 H 4.965 0.273 -2.255
71 H 3.401 2.059 -4.301
72 H 4.962 2.441 -3.554
73 H 2.736 4.319 -3.895
74 H 4.194 4.617 -2.939
75 H 2.202 4.474 -1.362
76 C 0.931 6.966 -1.574
77 C 0.111 6.218 -2.404
78 C -0.461 5.043 -1.944
79 C -0.217 4.614 -0.644
80 C 0.620 5.356 0.184
81 C 1.192 6.532 -0.283
82 Sb -1.313 2.941 0.172
83 C -1.977 2.265 -1.766
84 C -3.198 2.502 -2.377
85 C -3.429 2.006 -3.654
86 C -2.471 1.234 -4.293
87 C -1.263 0.951 -3.668
88 C -1.016 1.480 -2.410
89 C -2.993 4.094 0.881
90 C -3.467 4.005 2.181
91 C -4.391 4.938 2.624
92 C -4.832 5.943 1.780
93 C -4.358 6.016 0.480
94 C -3.424 5.101 0.030
95 H 1.357 7.890 -1.925
96 H -0.106 6.565 -3.400
97 H -1.115 4.478 -2.598
98 H 0.801 5.036 1.204
99 H 1.814 7.120 0.374
100 H -3.954 3.086 -1.872
101 H -4.358 2.233 -4.153
102 H -2.660 0.851 -5.282
103 H -0.520 0.353 -4.171
104 H 0.024 1.387 -1.953
105 H -3.128 3.230 2.859
106 H -4.758 4.887 3.637
107 H -5.532 6.681 2.135
108 H -4.700 6.792 -0.186
109 H -3.019 5.180 -0.971

The value obtained for the total energy is -3179.54825 Ha. As for the max |F|: 3.05 eV Å⁻¹. The total charge is +3. For the orbital gap, the calculation gives 4.85 eV.

Entry 2:
Density functional theory data (wB97M-V/def2-TZVPD) for 8 unconnected molecules or ions with the total composition C44H55BN8O4P2 at a distorted geometry.

Cartesian coordinates (Å):
1 C 9.409 -2.149 1.925
2 C 8.105 -1.241 2.231
3 C 8.274 -0.222 3.420
4 C 7.035 0.658 3.735
5 C 5.700 0.546 2.911
6 C 5.519 -0.451 1.720
7 C 4.207 -0.577 0.823
8 C 2.838 -0.598 1.635
9 C 1.984 -1.757 1.667
10 P 2.397 -3.371 0.731
11 N 2.277 -2.995 -0.849
12 C 0.606 -1.777 2.500
13 O -0.283 -2.681 2.328
14 C 0.313 -0.632 3.622
15 P -1.092 -0.920 4.846
16 C -2.619 0.131 4.466
17 C -0.536 -0.789 6.648
18 C 1.128 0.541 3.585
19 B 0.947 1.804 4.602
20 O -0.343 2.252 5.126
21 O 2.091 2.617 5.027
22 C 2.273 0.673 2.451
23 O 2.667 1.858 2.223
24 C 6.776 -1.350 1.409
25 H 10.297 -1.407 1.958
26 H 9.355 -2.672 0.915
27 H 9.604 -2.881 2.799
28 H 9.233 -0.112 4.026
29 H 7.150 1.420 4.583
30 H 4.861 1.241 3.234
31 H 4.139 0.320 0.092
32 H 4.362 -1.497 0.142
33 H 1.371 -4.373 0.950
34 H 3.715 -3.849 1.058
35 H 2.044 -1.983 -0.910
36 H -2.365 0.926 3.667
37 H -2.897 0.724 5.414
38 H -3.529 -0.495 4.181
39 H -0.128 -1.827 6.956
40 H -1.418 -0.537 7.351
41 H 0.310 -0.048 6.848
42 H -0.267 3.218 5.287
43 H 1.923 3.488 4.580
44 H 6.787 -2.108 0.541
45 C -5.412 -4.013 3.265
46 C -5.668 -4.224 1.886
47 C -4.496 -3.980 1.211
48 N -3.545 -3.625 2.129
49 C -4.093 -3.649 3.381
50 H -6.113 -4.117 4.079
51 H -6.605 -4.521 1.437
52 H -4.258 -4.026 0.158
53 H -2.588 -3.385 1.917
54 H -3.493 -3.404 4.245
55 C -3.253 1.297 8.355
56 C -2.215 2.189 7.983
57 C -2.212 3.213 8.899
58 N -3.210 2.974 9.806
59 C -3.847 1.806 9.484
60 H -3.535 0.383 7.852
61 H -1.547 2.088 7.138
62 H -1.587 4.089 8.984
63 H -3.440 3.565 10.588
64 H -4.665 1.439 10.084
65 C 2.712 -3.641 -6.257
66 C 1.930 -2.481 -6.480
67 C 1.728 -1.882 -5.260
68 N 2.357 -2.640 -4.309
69 C 2.963 -3.710 -4.907
70 H 3.055 -4.345 -7.000
71 H 1.555 -2.124 -7.429
72 H 1.193 -0.985 -4.988
73 H 2.371 -2.441 -3.319
74 H 3.518 -4.429 -4.324
75 C -2.896 0.913 -1.242
76 C -3.277 -0.153 -2.094
77 C -3.231 -1.308 -1.351
78 N -2.830 -0.979 -0.083
79 C -2.629 0.374 -0.007
80 H -2.825 1.958 -1.503
81 H -3.556 -0.083 -3.135
82 H -3.446 -2.332 -1.614
83 H -2.704 -1.631 0.677
84 H -2.313 0.835 0.917
85 C -1.037 4.733 -4.531
86 C -1.183 3.667 -3.609
87 C -1.782 2.627 -4.277
88 N -2.008 3.028 -5.566
89 C -1.553 4.308 -5.731
90 H -0.603 5.703 -4.338
91 H -0.881 3.660 -2.572
92 H -2.068 1.640 -3.947
93 H -2.442 2.467 -6.282
94 H -1.635 4.806 -6.686
95 C -5.531 -3.053 -6.143
96 C -6.327 -1.898 -6.341
97 C -6.540 -1.332 -5.108
98 N -5.907 -2.106 -4.172
99 C -5.285 -3.154 -4.796
100 H -5.177 -3.735 -6.903
101 H -6.701 -1.521 -7.282
102 H -7.088 -0.448 -4.816
103 H -5.899 -1.930 -3.180
104 H -4.723 -3.881 -4.228
105 C 2.997 4.983 -7.469
106 C 1.611 5.136 -7.215
107 C 1.104 5.957 -8.193
108 N 2.134 6.308 -9.025
109 C 3.290 5.714 -8.594
110 H 3.701 4.401 -6.893
111 H 1.047 4.695 -6.406
112 H 0.103 6.321 -8.367
113 H 2.053 6.908 -9.830
114 H 4.219 5.864 -9.123

The value obtained for the total energy is -3155.86405 Ha. Its SMILES is Cc1cccc(CC2=C([PH2]=N)C(=O)C(P(C)C)=C(B(O)O)C2=O)c1.c1cc[nH]c1.c1cc[nH]c1.c1cc[nH]c1.c1cc[nH]c1.c1cc[nH]c1.c1cc[nH]c1.c1cc[nH]c1. Its energy above the lowest of the compared OMol25 structures with the same formula, charge and spin is 172.1 kcal/mol. As for the max |F|: 5.32 eV Å⁻¹. The total charge is 0. For the orbital gap, the calculation gives 5.39 eV.

Entry 3:
Density functional theory data (wB97M-V/def2-TZVPD) for 6 unconnected molecules or ions with the total composition C44H55N6O15S2 at a distorted geometry.

Cartesian coordinates (Å):
1 C -0.400 2.501 -6.060
2 O 1.088 2.410 -5.921
3 C 1.539 1.273 -6.790
4 C 3.160 1.036 -6.725
5 C 3.669 0.019 -5.544
6 C 2.740 -1.313 -5.321
7 C 1.942 -1.221 -3.857
8 C 2.381 -2.408 -2.805
9 C 3.097 -1.817 -1.431
10 C 2.243 -2.134 -0.055
11 C 2.247 -0.854 1.016
12 C 1.311 -1.260 2.312
13 C 0.446 0.032 2.916
14 C 1.153 0.717 4.234
15 S 2.316 2.160 3.801
16 O 1.959 2.670 2.372
17 O 1.980 3.297 4.810
18 N 3.939 1.526 3.934
19 S 5.117 2.763 3.550
20 C 6.805 1.905 3.534
21 O 5.188 3.920 4.577
22 O 4.918 3.376 2.118
23 H -0.754 3.622 -6.207
24 H -0.819 1.855 -6.945
25 H -0.824 2.089 -5.028
26 H 0.887 0.315 -6.627
27 H 1.303 1.640 -7.901
28 H 3.618 0.744 -7.785
29 H 3.641 2.100 -6.475
30 H 4.744 -0.374 -5.886
31 H 3.870 0.568 -4.507
32 H 1.970 -1.534 -6.174
33 H 3.446 -2.258 -5.223
34 H 2.106 -0.179 -3.323
35 H 0.778 -1.331 -4.017
36 H 3.116 -3.212 -3.265
37 H 1.406 -3.011 -2.473
38 H 4.127 -2.409 -1.320
39 H 3.383 -0.682 -1.554
40 H 1.122 -2.449 -0.317
41 H 2.737 -3.057 0.486
42 H 3.360 -0.776 1.399
43 H 1.880 0.145 0.493
44 H 1.907 -1.815 3.159
45 H 0.499 -2.039 1.925
46 H 0.174 0.784 2.060
47 H -0.578 -0.440 3.306
48 H 0.292 1.173 4.911
49 H 1.720 -0.105 4.887
50 H 7.639 2.576 3.021
51 H 7.107 1.596 4.640
52 H 6.671 0.945 2.839
53 C 2.490 -3.046 -12.111
54 C 1.637 -1.949 -11.983
55 C 1.072 -1.643 -10.744
56 C 1.372 -2.443 -9.633
57 C 2.222 -3.550 -9.760
58 C 2.780 -3.848 -11.005
59 N 0.801 -2.112 -8.322
60 O 0.039 -1.136 -8.254
61 O 1.117 -2.823 -7.358
62 H 2.933 -3.278 -13.078
63 H 1.415 -1.330 -12.849
64 H 0.409 -0.784 -10.660
65 H 2.460 -4.183 -8.907
66 H 3.443 -4.703 -11.113
67 C -2.594 3.037 2.919
68 C -3.357 2.475 1.894
69 C -4.511 1.750 2.198
70 C -4.896 1.598 3.537
71 C -4.128 2.155 4.568
72 C -2.974 2.875 4.252
73 N -6.122 0.860 3.862
74 O -6.765 0.366 2.923
75 O -6.447 0.776 5.055
76 H -1.698 3.606 2.676
77 H -3.053 2.604 0.857
78 H -5.095 1.318 1.388
79 H -4.412 2.041 5.612
80 H -2.372 3.314 5.045
81 C -2.865 -4.902 6.109
82 C -3.315 -4.013 5.131
83 C -2.552 -3.791 3.983
84 C -1.337 -4.471 3.821
85 C -0.879 -5.358 4.804
86 C -1.649 -5.570 5.950
87 N -0.543 -4.261 2.604
88 O -0.973 -3.454 1.767
89 O 0.508 -4.905 2.483
90 H -3.465 -5.077 7.000
91 H -4.262 -3.496 5.263
92 H -2.917 -3.095 3.231
93 H 0.064 -5.889 4.694
94 H -1.304 -6.259 6.717
95 C -2.934 8.763 -5.189
96 C -2.815 8.765 -3.799
97 C -2.917 7.569 -3.086
98 C -3.134 6.370 -3.779
99 C -3.261 6.366 -5.175
100 C -3.161 7.569 -5.876
101 N -3.216 5.106 -3.038
102 O -3.117 5.153 -1.803
103 O -3.375 4.064 -3.690
104 H -2.849 9.697 -5.741
105 H -2.640 9.699 -3.270
106 H -2.821 7.587 -2.002
107 H -3.435 5.444 -5.725
108 H -3.256 7.576 -6.960
109 C -2.952 -3.165 12.412
110 C -3.402 -2.276 11.435
111 C -2.640 -2.054 10.286
112 C -1.425 -2.734 10.124
113 C -0.967 -3.621 11.108
114 C -1.737 -3.833 12.253
115 N -0.631 -2.523 8.908
116 O -1.061 -1.716 8.070
117 O 0.421 -3.168 8.786
118 H -3.553 -3.339 13.303
119 H -4.350 -1.758 11.567
120 H -3.004 -1.358 9.534
121 H -0.024 -4.151 10.997
122 H -1.392 -4.522 13.021

The value obtained for the total energy is -3962.34637 Ha. As for the max |F|: 5.52 eV Å⁻¹. The total charge is -1. For the orbital gap, the calculation gives 5.25 eV.

Entry 4:
Density functional theory data (wB97M-V/def2-TZVPD) for a molecular structure, C44H56B2Br2CaN9O2S3 at a distorted geometry.

Cartesian coordinates (Å):
1 Ca -1.052 -0.534 -3.813
2 C -0.843 4.054 -1.295
3 C -0.440 3.117 -0.209
4 C 0.291 3.544 0.799
5 C 0.510 2.749 2.002
6 N -0.009 1.590 2.031
7 N -0.519 1.048 0.858
8 B -0.981 -0.497 1.065
9 N -0.434 -1.054 2.374
10 N -1.226 -1.405 3.399
11 C -0.745 -1.911 4.497
12 C 0.641 -1.996 4.680
13 C 1.485 -1.740 3.645
14 C 2.974 -2.006 3.684
15 C 0.935 -1.206 2.413
16 S 1.921 -0.728 1.126
17 C -1.759 -2.462 5.538
18 C -1.416 -1.906 6.909
19 C -3.169 -2.010 5.219
20 C -1.614 -4.058 5.385
21 N -2.515 -0.781 0.882
22 N -3.601 -0.162 1.359
23 C -4.686 -0.776 0.943
24 C -4.642 -1.921 0.069
25 C -3.510 -2.509 -0.392
26 C -3.561 -3.648 -1.421
27 C -2.388 -1.804 0.073
28 S -0.661 -1.950 -0.171
29 C -6.014 -0.214 1.476
30 C -6.693 -1.264 2.293
31 C -5.769 0.940 2.528
32 C -6.875 0.150 0.262
33 C -0.882 1.761 -0.217
34 S -1.722 1.167 -1.523
35 C 1.309 3.236 3.203
36 C 2.665 3.725 2.708
37 C 0.534 4.338 3.847
38 C 1.413 2.118 4.222
39 H -0.296 4.992 -1.171
40 H -1.889 4.376 -1.257
41 H -0.639 3.612 -2.307
42 H 0.683 4.578 0.705
43 H 1.075 -2.348 5.611
44 H 3.278 -2.236 4.744
45 H 3.429 -1.097 3.258
46 H 3.224 -2.832 2.936
47 H -1.773 -0.880 7.116
48 H -0.295 -1.864 7.061
49 H -1.724 -2.520 7.771
50 H -3.273 -1.028 5.544
51 H -3.938 -2.636 5.684
52 H -3.437 -2.036 4.184
53 H -0.593 -4.383 5.263
54 H -2.141 -4.437 4.510
55 H -1.941 -4.597 6.276
56 H -5.577 -2.380 -0.193
57 H -4.582 -3.806 -1.811
58 H -3.218 -4.606 -1.001
59 H -2.945 -3.372 -2.299
60 H -6.121 -1.424 3.207
61 H -6.771 -2.277 1.892
62 H -7.674 -0.904 2.526
63 H -5.086 0.554 3.287
64 H -6.705 1.328 2.987
65 H -5.303 1.838 2.084
66 H -7.130 -0.703 -0.378
67 H -6.397 0.970 -0.264
68 H -7.777 0.575 0.756
69 H 2.559 4.428 1.886
70 H 3.244 2.932 2.175
71 H 3.251 4.209 3.485
72 H 0.433 5.314 3.299
73 H 0.930 4.611 4.836
74 H -0.435 3.936 4.032
75 H 1.990 1.332 3.743
76 H 0.537 1.614 4.552
77 H 2.000 2.498 5.067
78 O 4.217 -2.078 -3.042
79 C 3.270 -2.899 -2.495
80 C 3.715 -3.366 -1.285
81 C 3.047 -4.476 -0.695
82 C 1.848 -4.861 -1.145
83 C 1.322 -4.201 -2.264
84 C 2.000 -3.207 -3.034
85 C 1.238 -2.625 -4.305
86 O -0.017 -2.388 -3.978
87 N 1.950 -1.425 -4.929
88 N 1.993 -0.266 -4.212
89 C 2.936 0.541 -4.429
90 C 3.109 1.732 -3.599
91 Br 2.086 1.562 -1.997
92 C 4.045 2.675 -3.695
93 C 4.843 2.847 -4.935
94 C 6.295 2.977 -4.840
95 C 7.060 3.069 -6.017
96 C 6.446 2.876 -7.231
97 C 5.078 2.712 -7.320
98 C 4.243 2.772 -6.182
99 H 3.769 -1.444 -3.573
100 H 4.669 -3.014 -0.873
101 H 3.559 -4.940 0.132
102 H 1.171 -5.600 -0.686
103 H 0.323 -4.382 -2.506
104 H 1.463 -3.304 -5.132
105 H 2.712 -1.693 -5.528
106 H 3.742 0.286 -5.174
107 H 4.281 3.347 -2.871
108 H 6.751 2.923 -3.903
109 H 8.138 3.377 -5.963
110 H 7.061 2.874 -8.095
111 H 4.652 2.570 -8.331
112 H 3.222 2.709 -6.310
113 Br -3.877 -0.870 -3.502
114 B 0.533 3.590 -6.184
115 C -0.190 2.235 -5.766
116 N -0.627 1.232 -5.347
117 H 1.435 4.109 -5.483
118 H -0.442 4.274 -6.249
119 H 1.010 3.430 -7.277

The value obtained for the total energy is -9423.60596 Ha. As for the max |F|: 3.32 eV Å⁻¹. The total charge is -1. For the orbital gap, the calculation gives 7.56 eV.

no.,E_LUMO (eV)
1,-10.4
2,-2.3
3,0.3
4,1.8